{"formula": "C4H28N2O12", "method": "wB97M-V/def2-TZVPD", "spin_multiplicity": 1, "lumo_energy_ha": 0.0060, "e_tot_ev": -32153.845, "e_homo_ev": -10.19, "de_lowest_kj_mol": 189.9, "elements": ["N", "C", "O", "C", "C", "N", "C", "O", "H", "H", "H", "H", "H", "H", "H", "H", "O", "H", "H", "O", "H", "H", "O", "H", "H", "O", "H", "H", "O", "H", "H", "O", "H", "H", "O", "H", "H", "O", "H", "H", "O", "H", "H", "O", "H", "H"], "coordinates": [[1.54273, -1.06343, 1.13077], [0.59131, -0.20250, 0.78786], [0.14420, 0.61449, 1.61435], [-0.10788, -0.35967, -0.52613], [0.64948, -0.62628, -1.80105], [1.54323, -1.78144, -1.71462], [-0.40555, -0.74929, -2.89072], [-0.68284, -1.83474, -3.33980], [1.86823, -1.22621, 2.06795], [1.92487, -1.65583, 0.40681], [-0.82736, 0.43738, -0.74611], [-0.87396, -1.12599, -0.34142], [1.28538, 0.24417, -1.98985], [2.07651, -1.85652, -2.57269], [0.96939, -2.61975, -1.65965], [-0.98703, 0.12046, -3.23574], [-2.39609, -2.93030, -1.50662], [-1.69857, -3.25168, -0.92320], [-2.02604, -3.06127, -2.38375], [-3.05257, 1.31905, 1.65612], [-3.12665, 2.25909, 1.85637], [-2.11448, 1.19617, 1.46116], [-3.25394, 0.12671, -0.97094], [-3.40636, -0.82379, -0.89118], [-3.60690, 0.41039, -0.11239], [-1.14967, -1.69503, 3.13971], [-0.93323, -1.02448, 2.48855], [-1.64586, -1.17737, 3.78303], [2.92518, 1.57137, -0.96608], [3.85115, 1.64808, -1.00935], [2.58292, 2.39783, -0.59864], [0.70287, 2.94824, 0.09862], [0.74067, 3.68501, 0.71013], [0.07025, 2.29177, 0.39521], [-0.40840, -3.39760, 0.65297], [-1.05596, -3.30869, 1.35740], [0.44149, -3.55828, 1.06934], [4.67374, -0.55763, -0.71845], [4.31914, -1.26796, -1.25992], [3.81071, -0.17023, -0.48953], [1.17560, 2.80618, 2.69202], [0.49106, 3.37878, 3.04272], [0.72422, 1.94468, 2.57604], [-1.83047, 4.17392, 0.18200], [-2.54337, 3.79981, -0.34003], [-0.97111, 3.95240, -0.18125]], "forces_ev_per_a": [[0.582, -0.642, -0.714], [-0.364, 0.443, 0.769], [-0.581, -0.394, -0.215], [-1.214, -0.021, -0.188], [0.844, 0.264, -0.307], [-0.358, -0.086, 0.194], [-0.195, -0.766, -0.099], [0.219, 0.130, -0.344], [-0.135, 0.644, 0.191], [-0.066, 0.012, -0.216], [0.557, 0.547, 0.452], [0.484, -0.476, -0.039], [-0.113, 0.057, -0.100], [-0.015, -0.037, -0.038], [0.056, -0.053, -0.091], [0.239, 0.281, 0.247], [-0.163, -0.106, 0.302], [0.032, -0.092, 0.155], [-0.072, 0.152, -0.191], [0.034, 0.030, 0.072], [-0.012, 0.003, -0.047], [0.132, -0.023, 0.036], [-0.332, -0.326, 0.575], [0.245, -0.292, -0.613], [0.197, 0.566, -0.093], [-0.143, -0.073, 0.086], [0.230, 0.276, -0.234], [-0.090, -0.223, 0.142], [-1.716, -0.081, 0.044], [1.902, 0.277, -0.203], [-0.296, -0.193, 0.109], [0.217, 0.604, -1.847], [0.041, -0.451, 0.647], [0.089, -0.038, 0.712], [-0.083, -0.135, -0.488], [0.035, 0.063, 0.418], [-0.118, -0.029, 0.179], [-0.883, -0.121, 0.018], [0.509, -0.435, -0.288], [0.343, 0.373, 0.362], [-0.198, -0.075, 0.525], [-0.045, 0.165, 0.297], [0.460, 0.337, -0.083], [-0.571, 0.441, 0.834], [0.319, -0.119, -0.329], [-0.002, -0.377, -0.598]], "mulliken_charge": [-0.11, -0.37, -0.67, 0.10, 0.44, -0.57, -0.23, -0.56, 0.29, 0.21, 0.65, -0.22, 0.24, 0.31, 0.21, 0.40, -0.63, 0.33, 0.33, -0.73, 0.30, 0.43, -0.62, 0.30, 0.31, -0.67, 0.32, 0.31, -0.56, 0.29, 0.24, -0.80, 0.30, 0.47, -0.62, 0.28, 0.28, -0.68, 0.34, 0.37, -0.71, 0.30, 0.41, -0.63, 0.32, 0.33]}